A structure of composition C18H33BBrN2O4SZn at a distorted geometry, computed with the ωB97M-V functional and the def2-TZVPD basis.

Output
Lowest unoccupied orbital energy: -7.723 eV
E_HOMO: -9.04 eV
Net charge: +1

```
61
C18H33BBrN2O4SZn, DFT the ωB97M-V functional and the def2-TZVPD basis
Br 4.07161 -0.39271 3.13100
Zn -9.54130 -0.91583 -1.65910
S -7.48493 1.11370 0.75877
O -9.97982 1.63476 1.12339
O 2.79319 -1.61303 0.68972
O 2.25492 0.42993 -0.12737
O 4.38511 2.84693 -2.79178
N -9.65038 1.25359 -1.00811
N -10.97297 1.61013 -0.83028
C 6.65489 0.86204 1.95518
C 3.98450 2.47661 -1.47883
C -2.02328 -1.89422 -0.42302
C -6.56458 0.13350 -0.46098
C -9.09975 1.30110 0.17864
C -5.72435 -0.88247 0.30820
C 4.70464 3.30931 -0.41681
C 4.05241 -1.03817 0.33229
C 4.62067 -1.94853 -0.77400
C 0.45066 -1.49322 -0.31074
C -11.13281 1.81148 0.42407
C 4.96610 -1.10249 1.56790
C -3.33938 -1.74852 0.37338
C -4.51654 -1.35362 -0.51539
C 3.66764 0.43718 -0.05270
C -0.89645 -1.13839 0.28515
C 6.34386 -0.46801 1.28091
C 4.22431 0.99192 -1.35114
B 1.76036 -0.70202 0.50255
H -5.38579 -0.46389 1.25338
H 6.45825 -0.33280 0.20779
H 5.49611 -2.47789 -0.41395
H 3.86286 -2.66922 -1.05496
H -12.02337 2.11646 0.93643
H 5.89920 1.61949 1.78009
H -5.90185 0.81795 -0.98025
H -3.52583 -2.69792 0.86666
H 7.58066 1.24514 1.53004
H 7.09947 -1.18429 1.58844
H -4.80535 -2.21947 -1.10561
H 4.90919 -1.39390 -1.65921
H -1.06575 -0.06415 0.28548
H 1.26572 -0.44195 1.62588
H 4.10313 3.36227 0.48939
H 5.27311 0.74280 -1.49222
H -3.20405 -0.97784 1.12936
H 6.82763 0.75712 3.01940
H -4.18250 -0.55587 -1.17690
H -1.73840 -2.94083 -0.49000
H -2.13320 -1.48906 -1.42678
H 2.91392 2.67153 -1.37870
H 0.50828 -1.19179 -1.35416
H -7.21057 -0.36349 -1.17650
H 5.10709 -2.15726 1.76934
H 4.86516 4.32620 -0.75514
H 0.62029 -2.56070 -0.22706
H 4.30366 3.79945 -2.86224
H 5.64533 2.83805 -0.14210
H 3.97591 1.05568 0.79249
H 3.67464 0.50505 -2.15707
H -6.33418 -1.75398 0.53603
H -0.88711 -1.44182 1.33179
```

A structure of composition C18H33BF2NO6PS3 at a distorted geometry, computed with the ωB97M-V functional and the def2-TZVPD basis.

Output
Lowest unoccupied orbital energy: -1.284 eV
E_HOMO: -8.76 eV
Net charge: 0

```
65
C18H33BF2NO6PS3, DFT the ωB97M-V functional and the def2-TZVPD basis
S -3.97468 0.69775 -4.46671
S -3.98927 1.90658 -6.77175
S -3.03519 3.26682 1.74309
P -2.21257 1.38916 1.01739
F -2.83331 2.46820 -7.72569
F -4.86266 1.93466 -3.99004
O -4.97395 -0.29910 -4.79600
O -3.21525 0.41067 -3.24862
O -2.62816 0.22787 -1.58630
O -4.77787 0.92271 -0.32988
O -4.65599 0.99237 -7.67499
O -4.69746 3.13292 -6.46538
N -3.09959 1.28440 -5.63171
C -0.53414 -1.67290 0.92052
C -0.54942 1.86620 0.20443
C -2.22297 -4.13793 1.75004
C 6.22401 -0.21978 1.49132
C 7.74000 -1.87893 0.08463
C 6.48764 -0.81405 -0.00875
C -1.75436 -1.39972 1.90691
C -2.60836 -2.69921 2.34541
C -5.48242 -0.09512 -1.11466
C -1.02014 -4.33962 0.73095
C -3.87180 -2.57703 3.37375
C 0.53691 2.30833 1.33306
C 3.21380 2.38428 0.79606
C 5.57484 1.28408 1.47482
C -0.13689 -3.08803 0.31809
C 1.93001 1.47709 1.25515
C -2.06385 0.10394 2.40183
C 4.37327 1.30541 0.34528
B -3.34331 0.77259 -0.44424
H 6.75324 0.02597 -0.75999
H 0.67251 3.45801 1.24732
H 3.58805 2.93693 1.75006
H -6.46364 -0.33642 -0.54607
H 7.34502 -2.90999 0.46443
H 6.34163 2.11717 1.26036
H -1.28786 0.36135 3.22172
H -5.78091 0.32014 -2.15752
H -3.10130 0.08900 2.94841
H -0.15623 1.06169 -0.54177
H 0.06337 2.08805 2.36428
H -2.77714 -0.75536 -1.65095
H 0.76533 -3.12872 -0.42149
H 5.02756 1.40966 2.49854
H 0.11876 -0.77133 0.61554
H -3.77542 2.97157 2.88600
H 5.57677 -0.98265 2.09263
H -0.72832 -5.36355 0.25061
H -0.78967 2.80125 -0.45886
H -4.89167 -1.08681 -1.24725
H -4.40431 -1.55495 3.31658
H 1.81766 0.65052 0.45953
H 7.25122 -0.11144 2.02195
H -3.43396 -2.69370 4.45390
H 2.95734 3.12244 -0.06634
H 5.57446 -1.42025 -0.41340
H 8.48489 -1.48756 0.87617
H -4.60621 -3.47403 3.22689
H 8.31608 -1.96828 -0.91131
H 4.76575 1.52687 -0.71968
H -2.83128 -5.09267 2.04233
H 2.13197 1.04823 2.32231
H 3.93948 0.23429 0.33704
```

Number 1: DFT total energy -160332.6463 eV. Number 2: DFT total energy -80871.0068 eV.